No. 1
{
  "formula": "C2H6O",
  "method": "the ωB97M-V functional and the def2-TZVPD basis",
  "homo_energy_ev": -10.028,
  "smiles": "CCO",
  "orbital_gap_ev": 11.0,
  "e_lumo_ev": 1.0,
  "species": ["C", "C", "H", "H", "H", "H", "H", "H", "O"],
  "xyz": [[-1.17, -0.19, -0.04], [0.11, 0.62, -0.02], [-2.28, 0.16, -0.38], [-1.31, -0.70, 1.00], [-0.93, -1.18, -0.79], [0.31, 1.67, -0.49], [-0.09, 0.94, 1.09], [0.85, -1.02, 0.50], [1.23, -0.30, -0.07]]
}


No. 2
{
  "formula": "C2H6N2O2S",
  "method": "the ωB97M-V functional and the def2-TZVPD basis",
  "homo_energy_ev": [-9.741, -10.460],
  "orbital_gap_ev": [7.6, 9.3],
  "e_lumo_ev": [-2.2, -1.2],
  "species": ["C", "C", "N", "N", "O", "O", "S", "H", "H", "H", "H", "H", "H"],
  "xyz": [[-0.27, 0.56, 0.58], [-0.05, -0.67, -0.29], [2.82, -1.29, -0.05], [0.92, -0.79, -1.22], [4.74, 0.16, 0.90], [3.23, 1.04, -0.82], [3.64, -0.02, 0.00], [0.39, 0.56, 1.40], [-0.22, 1.56, 0.13], [-1.24, 0.41, 1.01], [0.16, -1.45, 0.48], [-0.93, -1.26, -0.64], [1.45, 0.12, -1.52]]
}


| no. | calculated total energy (eV) |
| --- | --- |
| 1 | -4216.660 |
| 2 | -20075.683 |